{
  "formula": "CH3NO3",
  "method": "ωB97M-V/def2-TZVPD",
  "elements": ["O", "N", "O", "H", "C", "O", "H", "H"],
  "positions_angstrom": [[-3.20783, 0.61098, -0.06314], [-2.01809, 0.45257, 0.11105], [-1.59899, -0.83309, 0.01126], [-0.65484, -0.93199, -0.06510], [1.89669, 0.12462, -0.05234], [0.98493, -0.62965, -0.02221], [1.68284, 1.30849, 0.11106], [2.91529, -0.10193, -0.03058]],
  "lowdin_charge": [-0.001, -0.112, -0.003, 0.010, -0.090, 0.001, 0.136, 0.060],
  "gap_ev": 9.885,
  "total_energy_ha": -320.2408,
  "e_homo_ev": -9.9,
  "e_above_lowest_kj_mol": 267.2
}

***

{
  "formula": "CH3NO3",
  "method": "ωB97M-V/def2-TZVPD",
  "elements": ["C", "N", "O", "O", "O", "H", "H", "H"],
  "positions_angstrom": [[-0.03445, -0.35665, -0.20226], [-0.50515, 0.98813, 0.15459], [-1.74982, 1.10342, -0.10048], [-2.31879, -0.41346, -0.02140], [-1.17098, -1.15783, 0.16727], [-0.01109, -0.26033, -1.24732], [0.77039, -0.82157, 0.22428], [-0.39469, 1.04150, 1.14893]],
  "lowdin_charge": [-0.117, -0.065, -0.031, -0.038, -0.095, 0.111, 0.114, 0.121],
  "gap_ev": 10.504,
  "total_energy_ha": -320.1163,
  "e_homo_ev": -9.7,
  "e_above_lowest_kj_mol": 594.1
}

***

{
  "formula": "CH3NO3",
  "method": "ωB97M-V/def2-TZVPD",
  "elements": ["O", "C", "O", "N", "O", "H", "H", "H"],
  "positions_angstrom": [[2.28695, 0.61202, -2.87063], [1.22795, 0.36023, -2.48508], [0.55099, -0.04332, -1.60694], [-0.55761, -0.46279, 1.77052], [-0.69109, 0.21758, 0.62079], [-0.14789, 0.33585, 2.39141], [-1.59402, -0.64510, 2.11447], [-1.07529, -0.37448, 0.06547]],
  "lowdin_charge": [0.211, -0.366, 0.173, -0.098, -0.162, 0.116, 0.112, 0.014],
  "gap_ev": 8.574,
  "total_energy_ha": -320.2924,
  "e_homo_ev": -8.8,
  "e_above_lowest_kj_mol": 131.9
}

***

{
  "formula": "CH3NO3",
  "method": "ωB97M-V/def2-TZVPD",
  "elements": ["C", "N", "O", "O", "O", "H", "H", "H"],
  "positions_angstrom": [[0.45777, -0.41904, -0.19802], [0.23742, 0.92279, 0.30392], [-0.65087, -1.06809, 0.32838], [-0.85952, 1.38200, -0.06461], [-1.79270, -0.59698, -0.07178], [0.46069, -0.48214, -1.39391], [1.35513, -1.02220, 0.01958], [0.79209, 1.28366, 1.07645]],
  "mulliken_spin": [-0.026, 0.436, 0.242, 0.591, 0.752, 0.016, 0.000, -0.010],
  "gap_ev": [9.352, 8.389],
  "s2": 2.008,
  "total_energy_ha": -320.1031,
  "e_homo_ev": [-8.6, -9.5],
  "multiplicity": 3,
  "e_above_lowest_kj_mol": 140.3
}

***

{
  "formula": "CH3NO3P",
  "method": "ωB97M-V/def2-TZVPD",
  "elements": ["C", "N", "O", "O", "O", "P", "H", "H", "H"],
  "positions_angstrom": [[-1.54755, -0.59378, -1.59222], [1.79273, -0.08162, 2.41065], [2.39458, 2.39834, 1.78388], [-2.41612, -1.25853, -1.98086], [-0.02992, 1.86518, 2.35595], [1.33555, 1.40538, 2.18576], [-1.23806, -0.59430, -0.55590], [2.71011, -0.45179, 2.48066], [-1.04822, 0.00316, -2.34174]],
  "mulliken_spin": [0.754, 0.000, 0.000, 0.979, 0.001, 0.001, 0.114, 0.000, 0.151],
  "gap_ev": [7.245, 4.625],
  "s2": 2.005,
  "total_energy_ha": -661.6796,
  "charge": -1,
  "e_homo_ev": [-3.8, -4.4],
  "multiplicity": 3,
  "e_above_lowest_kj_mol": 158.1
}

***

{
  "formula": "CH3NO3S",
  "method": "ωB97M-V/def2-TZVPD",
  "elements": ["C", "N", "O", "O", "O", "S", "H", "H", "H"],
  "positions_angstrom": [[-1.30588, 0.25525, 0.40868], [-0.25242, 0.70728, 0.91231], [-1.30205, -0.87531, -0.27140], [1.26314, -1.34058, -0.47812], [2.50248, 0.41410, -1.57029], [2.09270, -0.15436, -0.29891], [-2.36437, 0.60780, 0.35229], [-0.30609, 1.48741, 1.48845], [-0.32751, -1.10160, -0.54299]],
  "lowdin_charge": [-0.368, 0.063, 0.004, -0.462, -0.414, 0.935, 0.144, 0.031, 0.068],
  "gap_ev": 9.386,
  "total_energy_ha": -718.5416,
  "e_homo_ev": -10.6,
  "e_above_lowest_kj_mol": 77.4
}

***

Which formula does entry 3 have? CH3NO3

***

Number 5 is which compound? CH3NO3P